Model A:
ORCA calculation (the ωB97M-V functional and the def2-TZVPD basis) on an isolated ion of composition C4H11N2 and charge +1.

The geometry in ORCA input format:
```
! wB97M-V def2-TZVPD RIJCOSX def2/J DEFGRID3
* xyz 1 1
C 0.350 -0.804 -0.905
C -0.482 0.959 0.041
C 1.914 1.194 -0.042
C -1.508 -1.216 0.808
N 0.695 0.845 -0.766
N -1.026 -0.431 -0.302
H 0.361 -1.216 -1.905
H 0.970 -1.437 -0.193
H -0.260 1.146 1.064
H -1.354 1.723 -0.206
H 2.217 2.247 -0.451
H 1.882 1.096 0.987
H 2.751 0.617 -0.406
H -2.248 -1.847 0.597
H -0.623 -1.687 1.167
H -1.930 -0.578 1.597
H -1.710 -0.611 -1.084
*
```

The HOMO energy is -13.9 eV. As for the HOMO-LUMO gap: 10.4 eV. As for the structure (SMILES): CN1C[NH+](C)C1.



Model B:
ORCA calculation (the ωB97M-V functional and the def2-TZVPD basis) on an isolated ion of composition C4H11N2 and charge +1.

The geometry in ORCA input format:
```
! wB97M-V def2-TZVPD RIJCOSX def2/J DEFGRID3
* xyz 1 1
C 0.685 0.280 0.247
C -0.687 0.728 -0.014
C 3.090 -0.538 -0.281
C -3.018 0.246 0.003
N 2.413 0.619 0.339
N -1.684 -0.340 0.203
H 2.703 1.487 -0.193
H 0.725 -0.749 0.750
H -1.013 1.584 -0.420
H 2.764 -1.600 0.244
H 2.882 -0.595 -1.335
H 4.147 -0.315 -0.110
H -3.618 -0.520 -0.274
H -3.343 0.592 0.909
H -2.823 0.941 -0.839
H -1.567 -1.099 -0.443
H -1.655 -0.721 1.215
*
```

The HOMO energy is -13.3 eV. As for the HOMO-LUMO gap: 9.6 eV. As for the structure (SMILES): CN/C=C/[NH2+]C.



Verdict on stability: model B comes out at the bottom.



Model A:
ORCA calculation (the ωB97M-V functional and the def2-TZVPD basis) on a 2-piece molecular cluster, C4H11N2 overall.

The geometry in ORCA input format:
```
! wB97M-V def2-TZVPD RIJCOSX def2/J DEFGRID3
* xyz 1 1
C 1.829 -1.872 0.837
C 0.448 -1.335 0.499
C -0.258 1.015 0.694
N 0.495 0.092 0.145
H 2.562 -1.595 0.081
H 2.132 -1.462 1.799
H 1.798 -2.955 0.919
H 0.042 -1.857 -0.372
H -0.251 -1.497 1.316
H 0.161 2.006 0.751
H -1.033 0.702 1.378
H 1.230 0.395 -0.477
C -1.626 1.758 -1.845
N -1.674 1.706 -0.579
H -0.732 1.541 -2.425
H -2.524 1.997 -2.414
H -2.599 1.361 -0.307
*
```

The HOMO energy is -14.3 eV. As for the HOMO-LUMO gap: 10.3 eV.



Model B:
ORCA calculation (the ωB97M-V functional and the def2-TZVPD basis) on a 2-piece molecular cluster, C4H11N2 overall.

The geometry in ORCA input format:
```
! wB97M-V def2-TZVPD RIJCOSX def2/J DEFGRID3
* xyz 1 1
C -0.189 0.215 -1.581
C -1.285 1.179 -0.997
C -0.253 0.484 -0.059
C 0.769 1.388 0.591
N -0.746 -0.570 0.648
N 1.341 -2.252 1.037
H -0.413 -0.850 -1.903
H 0.706 0.649 -2.260
H -1.218 2.369 -1.046
H -2.322 0.786 -1.118
H 1.816 1.375 0.088
H 0.476 2.371 0.774
H 0.942 -2.343 0.109
H -1.520 -0.195 1.285
H 1.468 -3.165 1.410
H 0.709 -1.729 1.551
H 0.933 0.893 1.586
*
```

The HOMO energy is -14.0 eV. As for the HOMO-LUMO gap: 5.1 eV.



Model C:
ORCA calculation (the ωB97M-V functional and the def2-TZVPD basis) on a 2-piece molecular cluster, C4H11N2 overall.

The geometry in ORCA input format:
```
! wB97M-V def2-TZVPD RIJCOSX def2/J DEFGRID3
* xyz 1 1
C -3.046 -0.365 -0.783
C -2.037 0.667 -0.321
C 0.207 1.483 0.477
C -0.707 0.437 -0.007
N 1.486 1.259 0.641
N 2.873 -1.039 0.017
H -2.496 -1.287 -1.100
H -3.773 -0.046 -1.559
H -2.466 1.779 -0.151
H -3.537 -0.632 0.047
H -0.199 2.400 0.750
H -0.384 -0.558 -0.170
H 2.078 1.921 1.138
H 2.144 0.302 0.529
H 2.627 -1.834 0.514
H 3.940 -0.903 -0.095
H 2.492 -1.107 -0.843
*
```

The HOMO energy is -14.1 eV. As for the HOMO-LUMO gap: 9.7 eV.



Verdict on stability: model B comes out at the bottom.



Model A:
ORCA calculation (the ωB97M-V functional and the def2-TZVPD basis) on an isolated ion of composition C4H11N2 and charge +1.

The geometry in ORCA input format:
```
! wB97M-V def2-TZVPD RIJCOSX def2/J DEFGRID3
* xyz 1 1
C -1.179 -0.307 0.979
C -1.232 0.863 0.060
C -0.034 0.740 -0.938
C 1.575 -0.813 -1.690
N 0.339 -0.683 -1.306
N 0.282 -0.541 1.469
H -1.526 -1.229 0.561
H -1.753 -0.109 1.932
H -2.100 0.983 -0.555
H -1.065 1.741 0.769
H -0.304 1.275 -1.868
H 0.829 1.281 -0.412
H 2.226 0.070 -1.447
H 2.199 -1.511 -2.258
H 0.710 0.362 1.760
H 0.321 -1.155 2.320
H 0.712 -0.966 0.625
*
```

The HOMO energy is -14.0 eV. As for the HOMO-LUMO gap: 10.5 eV. As for the structure (SMILES): C=NCCC[NH3+].



Model B:
ORCA calculation (the ωB97M-V functional and the def2-TZVPD basis) on a 2-piece molecular cluster, C4H11N2 overall.

The geometry in ORCA input format:
```
! wB97M-V def2-TZVPD RIJCOSX def2/J DEFGRID3
* xyz 1 1
C -1.328 -1.260 -0.394
C 2.610 -0.405 0.322
C -2.263 1.014 0.114
C 2.530 0.664 -0.486
N -0.292 -0.406 0.319
N -1.293 0.187 -0.530
H -1.033 -1.572 -1.344
H -1.910 -1.946 0.151
H 0.611 -0.350 -0.103
H 2.860 -1.291 -0.206
H 2.305 -0.259 1.332
H -1.985 2.012 -0.007
H -3.309 0.789 -0.413
H -2.299 0.773 1.254
H 2.950 0.726 -1.494
H 2.187 1.588 0.067
H -0.342 -0.266 1.418
*
```

The HOMO energy is -14.5 eV. As for the HOMO-LUMO gap: 11.1 eV.



Verdict on stability: model B comes out at the bottom.



Model A:
ORCA calculation (the ωB97M-V functional and the def2-TZVPD basis) on a 2-piece molecular cluster, C3H8NO overall.

The geometry in ORCA input format:
```
! wB97M-V def2-TZVPD RIJCOSX def2/J DEFGRID3
* xyz 1 1
O 0.648 0.055 0.059
C 1.890 0.320 0.259
C 2.988 -0.108 -0.443
N -1.859 -0.032 0.910
C -2.267 -0.030 -0.517
H 2.070 0.961 1.157
H 3.900 0.355 -0.181
H 2.914 -1.003 -1.080
H -0.841 -0.149 0.963
H -2.401 -0.378 1.714
H -1.434 0.386 -1.202
H -3.082 0.645 -0.644
H -2.528 -1.020 -0.997
*
```

The HOMO energy is -13.3 eV. As for the HOMO-LUMO gap: 3.8 eV.



Model B:
ORCA calculation (the ωB97M-V functional and the def2-TZVPD basis) on a 2-piece molecular cluster, C3H8NO overall.

The geometry in ORCA input format:
```
! wB97M-V def2-TZVPD RIJCOSX def2/J DEFGRID3
* xyz 1 1
C 2.639 0.141 0.040
N 1.643 -0.582 -0.290
H 3.628 -0.241 -0.223
H 2.539 1.131 0.530
H 0.747 -0.122 -0.073
H 1.716 -1.497 -0.726
C -2.413 -0.512 0.574
C -1.541 0.429 0.236
O -0.791 0.469 -0.973
H -2.870 -0.213 1.533
H -2.571 -1.496 0.145
H -1.440 1.382 0.729
H -1.286 1.113 -1.501
*
```

The HOMO energy is -13.8 eV. As for the HOMO-LUMO gap: 8.5 eV.



Model C:
ORCA calculation (the ωB97M-V functional and the def2-TZVPD basis) on a 2-piece molecular cluster, C3H8NO overall.

The geometry in ORCA input format:
```
! wB97M-V def2-TZVPD RIJCOSX def2/J DEFGRID3
* xyz 1 1
C -2.243 -0.079 1.177
N -1.326 -0.747 0.582
H -3.270 -0.344 1.004
H -1.885 0.537 1.999
H -0.375 -0.383 0.492
H -1.539 -1.641 0.148
C 0.591 1.269 -1.093
C 1.548 0.514 -0.564
O 1.450 -0.819 -0.233
H 0.856 2.302 -1.264
H -0.466 1.042 -1.114
H 2.545 0.937 -0.610
H 2.362 -1.087 -0.050
*
```

The HOMO energy is -13.3 eV. As for the HOMO-LUMO gap: 7.4 eV.



Model D:
ORCA calculation (the ωB97M-V functional and the def2-TZVPD basis) on a 2-piece molecular cluster, C3H8NO overall.

The geometry in ORCA input format:
```
! wB97M-V def2-TZVPD RIJCOSX def2/J DEFGRID3
* xyz 1 1
C -0.464 -0.396 1.144
C -1.734 -0.115 1.429
C -0.303 1.468 -0.427
N 0.229 0.460 0.158
H 0.287 -1.009 1.601
H -2.378 0.496 0.813
H -2.154 -0.718 2.223
H 0.138 1.750 -1.382
H -0.861 2.199 0.158
H 0.951 -0.065 -0.374
H 1.927 -0.426 -2.237
H 1.412 -1.796 -2.234
O 1.727 -1.130 -1.608
*
```

The HOMO energy is -15.2 eV. As for the HOMO-LUMO gap: 9.5 eV.



Verdict on stability: model A comes out at the bottom.